Record 1
Formula: C30H28Cl4CuF6N5O12S2
Source: the Open Molecules 2025 dataset
Level of theory: wB97M-V/def2-TZVPD

Geometry as XYZ:
```
88
Properties=species:S:1:pos:R:3
Cu 1.38537 -2.93731 -0.53502
C 2.20729 0.64677 -1.32294
F 3.38144 0.31116 -0.80799
F 1.99187 1.93183 -1.23846
F 2.16633 0.28363 -2.61266
S 0.84913 -0.35700 -0.46635
O -0.07945 0.54328 0.09598
O 0.40275 -1.31632 -1.46408
N 1.66686 -1.32605 0.56010
S 2.24577 -0.77845 1.97070
O 3.31147 -1.62447 2.37186
O 2.45644 0.62013 1.90142
C 0.85263 -1.02900 3.17770
F -0.31406 -0.74465 2.64795
F 0.90386 -2.29279 3.57042
F 1.09640 -0.27200 4.23844
Cl -2.81206 -5.27961 4.89419
C -1.22649 -4.45399 4.91087
C -0.35001 -4.97103 6.01413
Cl -1.08381 -4.67297 7.61305
H -1.42654 -3.39055 5.02160
H -0.81632 -4.61936 3.91776
H 0.60373 -4.44983 6.01589
H -0.22826 -6.04669 5.93604
Cl 2.02351 4.16128 0.73949
C 1.33485 4.98809 2.16455
C 0.60214 6.24442 1.84447
Cl 1.74710 7.49302 1.30817
H 2.18576 5.18558 2.81207
H 0.72636 4.25882 2.69873
H 0.05300 6.59061 2.72077
H -0.15164 6.14403 1.06712
C -4.96668 -0.26371 0.17363
C -5.04947 -1.17330 1.22400
C -3.99095 -2.04767 1.42645
C -2.93622 -2.07047 0.52106
C -2.87014 -1.16919 -0.52776
C -3.94803 -0.33350 -0.77978
N -1.91164 -3.07115 0.69639
O -2.09821 -3.96393 1.47165
O -0.85238 -2.91286 0.05276
H -5.79076 0.40898 -0.04123
H -5.80005 -1.07293 1.99485
H -3.93451 -2.67965 2.30398
H -2.03485 -1.21239 -1.21644
H -4.06511 0.19701 -1.71348
C 7.88515 -1.85977 -0.25134
C 7.93004 -3.14610 0.25377
C 6.80683 -3.96505 0.14871
C 5.61127 -3.36097 -0.15085
C 5.58082 -2.14015 -0.80446
C 6.71398 -1.34635 -0.80624
N 4.38510 -4.11445 -0.07036
O 3.31425 -3.46889 -0.11646
O 4.41801 -5.29557 0.11106
H 8.67580 -1.14882 -0.03929
H 8.86088 -3.55226 0.62235
H 6.88923 -4.99672 0.46130
H 4.68661 -1.77044 -1.28556
H 6.65586 -0.33542 -1.18121
C -0.10891 -0.23507 -4.97098
C 0.51693 0.85147 -5.53888
C -0.15295 1.60463 -6.50418
C -1.44946 1.25574 -6.82005
C -2.10269 0.18647 -6.24925
C -1.41077 -0.58537 -5.32458
N -2.13905 1.96447 -7.91009
O -1.62497 2.99545 -8.30767
O -3.17905 1.51094 -8.32242
H 0.38223 -0.82671 -4.20712
H 1.44183 1.23458 -5.12837
H 0.35160 2.38641 -7.05210
H -3.14564 0.00315 -6.45729
H -1.94125 -1.38691 -4.82672
C -1.92570 3.02086 1.71910
C -2.73066 2.22639 0.92200
C -3.85504 2.74581 0.29592
C -4.24493 4.02727 0.61403
C -3.46113 4.83638 1.40535
C -2.27082 4.34742 1.92389
N -5.44298 4.58874 -0.00353
O -5.75659 5.72880 0.26813
O -6.04083 3.88791 -0.79300
H -1.16463 2.57770 2.35157
H -2.53881 1.16301 0.84407
H -4.38994 2.08985 -0.37220
H -3.77184 5.85420 1.59261
H -1.71423 4.97154 2.60831
```

Gap between HOMO and LUMO (spin up / spin down) ... 0.261 / 0.157 Ha
2S+1 ... 2
Net charge ... +1
⟨S²⟩ ... 0.753
F_max ... 1.9 eV Å⁻¹

***

Record 2
Formula: CH4INO2
Source: the Open Molecules 2025 dataset
Level of theory: wB97M-V/def2-TZVPD

Geometry as XYZ:
```
9
Properties=species:S:1:pos:R:3
N -1.03978 0.85219 -0.43808
O -0.25388 1.16349 0.64448
H -1.43079 -0.11306 -0.30857
H -1.61397 1.71538 -0.66946
H -0.43663 0.65671 -1.37314
O 0.39861 -1.98185 -0.07792
C 1.02069 -1.23822 0.58463
I 2.64496 0.06141 0.01710
H 0.71080 -1.11605 1.62097
```

Gap between HOMO and LUMO ... 0.334 Ha
2S+1 ... 1
F_max ... 3.0 eV Å⁻¹
SMILES string ... [NH3+][O-].O=CI

***

Among the records above, which one has the lowest 2S+1?
CH4INO2

***

What is the formula in the second record?
CH4INO2

***

2S+1 of number 1 (C30H28Cl4CuF6N5O12S2)?
2

***

Number 2 is which compound?
CH4INO2